Entry from OMol25: a 2-piece molecular cluster, C10H14BrO2S overall at a distorted geometry (ωB97M-V with the def2-TZVPD basis set).

The maximum force comes out at 4.76 eV Å⁻¹. Its highest occupied orbital energy (alpha / beta) is -12.372 / -12.856 eV. As for the charge: +1. Its LUMO energy (alpha / beta) is -7.99 / -3.80 eV. The calculation puts the HOMO-LUMO gap (alpha / beta) at 4.385 / 9.054 eV.

Structure (XYZ):
```
28
C10H14BrO2S, DFT ωB97M-V with the def2-TZVPD basis set
C -1.018 1.575 0.266
C -3.428 1.093 0.092
C -1.845 -0.726 0.300
C -2.356 2.010 0.164
C -0.809 0.188 0.469
C -3.124 -0.261 0.135
C 2.126 -2.088 -1.342
C 1.798 0.274 -1.946
C 1.624 -0.749 3.708
C 1.126 -0.953 -1.330
O 1.897 0.745 0.556
O -2.647 3.321 0.082
S 0.915 -0.342 0.521
Br -4.412 -1.730 -0.205
H -0.364 2.314 0.084
H -4.478 1.398 -0.161
H -1.498 -1.754 0.213
H 2.418 -2.000 -2.358
H 1.962 -3.098 -0.901
H 2.964 -1.656 -0.677
H 2.578 0.707 -1.366
H 1.109 1.030 -2.253
H 2.275 -0.103 -2.818
H 1.133 -1.167 2.884
H 1.369 0.313 3.703
H 2.549 -1.004 4.151
H 0.079 -1.224 -1.747
H -1.942 3.889 -0.223
```

Entry from OMol25: a 3-piece molecular cluster, C10H14Cl4NO3 overall (ωB97M-V with the def2-TZVPD basis set).

The maximum force comes out at 0.58 eV Å⁻¹. Its highest occupied orbital energy is -13.632 eV. As for the charge: +1. Its LUMO energy is -4.55 eV. The calculation puts the HOMO-LUMO gap at 9.081 eV.

Structure (XYZ):
```
32
C10H14Cl4NO3, DFT ωB97M-V with the def2-TZVPD basis set
O 3.143 0.895 3.266
C 2.885 1.367 2.209
O 3.845 1.960 1.420
O 3.667 1.469 0.082
C 1.491 1.422 1.632
C 1.010 2.610 1.078
C -0.267 2.618 0.563
N -1.009 1.502 0.592
C -0.577 0.353 1.132
C 0.687 0.284 1.674
H 3.756 0.507 0.195
H 1.618 3.503 1.043
H -0.709 3.492 0.104
H -1.964 1.541 0.175
H -1.248 -0.496 1.112
H 1.045 -0.636 2.116
Cl -3.750 1.969 -0.688
C -3.745 0.973 -2.192
C -5.143 0.559 -2.569
Cl -5.817 -0.595 -1.397
H -3.113 0.108 -2.011
H -3.301 1.586 -2.972
H -5.116 0.068 -3.540
H -5.811 1.415 -2.626
Cl 3.098 -1.629 0.019
C 3.050 -3.421 0.050
C 1.665 -3.917 -0.270
Cl 0.495 -3.495 1.012
H 3.378 -3.736 1.036
H 3.761 -3.775 -0.693
H 1.679 -5.002 -0.353
H 1.297 -3.497 -1.202
```

Entry from OMol25: an isolated molecule of C10H14ClNO3S at a distorted geometry (ωB97M-V with the def2-TZVPD basis set).

The maximum force comes out at 6.08 eV Å⁻¹. Its highest occupied orbital energy is -8.639 eV. As for the charge: 0. Its structure (SMILES) is COC(=O)CCCCCn1sc(Cl)cc1=O. Its LUMO energy is 0.47 eV. The calculation puts the HOMO-LUMO gap at 9.109 eV.

Structure (XYZ):
```
30
C10H14ClNO3S, DFT ωB97M-V with the def2-TZVPD basis set
C 2.322 3.260 -2.406
O 2.239 2.635 -1.112
C 1.612 1.463 -1.235
O 0.585 1.362 -1.890
C 1.716 0.527 -0.079
C 0.873 0.915 1.183
C -0.718 0.638 1.225
C -1.131 -0.857 0.903
C -2.536 -1.149 1.446
N -2.655 -2.594 1.736
S -2.386 -3.877 0.628
C -2.316 -5.004 2.096
Cl -1.678 -6.588 2.045
C -2.795 -4.479 3.234
C -2.935 -3.062 3.037
O -3.379 -2.454 3.953
H 1.551 4.076 -2.448
H 2.292 2.576 -3.285
H 3.403 3.700 -2.464
H 1.398 -0.418 -0.442
H 2.867 0.685 0.009
H 1.063 1.955 1.435
H 1.296 0.350 2.074
H -1.106 0.981 2.131
H -1.108 1.338 0.483
H -0.520 -1.467 1.517
H -0.848 -1.373 -0.019
H -2.601 -0.624 2.380
H -3.256 -0.858 0.756
H -2.834 -5.088 4.120
```